Entry 1:
{"formula": "H3IN2O2S", "method": "ωB97M-V with the def2-TZVPD basis set", "orbital_gap_ha": 0.3304, "e_tot_ha": -957.6228, "homo_energy_ev": -10.01, "de_lowest_ev": 0.044, "symbols": ["N", "N", "O", "O", "S", "I", "H", "H", "H"], "positions_angstrom": [[1.570, -0.022, 0.295], [-0.806, 0.824, 0.003], [0.016, -1.185, -1.309], [-0.333, -1.466, 1.097], [0.035, -0.676, -0.016], [-2.898, 0.435, 0.033], [1.461, 0.231, 1.261], [1.616, 0.790, -0.314], [-0.661, 1.069, -1.050]], "forces_ev_per_angstrom": [[-1.50, -1.01, -0.65], [-0.73, -0.50, -2.38], [-0.01, -1.03, -2.70], [-0.25, -0.13, 0.60], [1.19, 1.77, 2.12], [0.72, 0.23, 0.06], [0.52, 0.58, 0.49], [0.50, 0.15, 0.28], [-0.44, -0.04, 2.18]], "lowdin_charge": [-0.058, -0.610, -0.289, -0.312, 0.350, 0.768, 0.054, 0.059, 0.038]}



Entry 2:
{"formula": "C10H18N3O", "method": "ωB97M-V with the def2-TZVPD basis set", "orbital_gap_ha": 0.2955, "e_tot_ha": -631.1156, "homo_energy_ev": -11.42, "charge": 1, "de_lowest_ev": 1.544, "symbols": ["C", "C", "C", "C", "C", "C", "C", "O", "H", "H", "H", "H", "H", "H", "H", "H", "C", "C", "C", "N", "N", "N", "H", "H", "H", "H", "H", "H", "H", "H", "H", "H"], "positions_angstrom": [[2.302, 4.177, -0.961], [-1.311, 1.845, -0.787], [-0.658, 2.015, -2.010], [-0.783, 2.385, 0.369], [0.401, 2.903, -2.072], [0.373, 3.152, 0.295], [1.023, 3.394, -0.918], [-2.529, 1.189, -0.771], [-3.090, 1.543, -1.466], [-0.875, 1.382, -2.853], [-1.318, 2.293, 1.308], [0.898, 3.248, -2.969], [0.854, 3.472, 1.214], [3.201, 3.553, -0.994], [2.425, 4.930, -0.193], [2.335, 4.620, -1.964], [-0.775, -4.093, 0.591], [0.504, -4.928, 0.594], [-0.408, -1.727, 1.177], [-0.649, -2.678, 0.188], [-1.381, -0.895, 1.420], [0.791, -1.558, 1.723], [-1.494, -4.493, -0.127], [-1.279, -4.185, 1.540], [1.068, -4.645, 1.478], [1.144, -4.659, -0.235], [-0.106, -2.507, -0.649], [-2.156, -0.845, 0.771], [-1.356, -0.233, 2.182], [1.555, -2.098, 1.346], [1.038, -0.609, 1.979], [0.253, -5.948, 0.796]], "forces_ev_per_angstrom": [[0.19, -0.18, -1.48], [-0.10, 0.17, -0.79], [0.41, 0.22, 0.36], [-0.25, 0.29, 0.03], [1.33, 0.25, 0.49], [0.80, -0.66, 0.04], [-0.99, 0.07, 1.04], [0.15, -0.52, 0.67], [0.03, -0.05, -0.10], [-0.67, 0.30, -0.36], [-0.05, -0.03, -0.02], [-0.27, -0.64, -0.54], [-0.19, 0.25, 0.01], [-0.22, -0.23, 0.44], [-0.18, 0.07, 0.08], [0.06, 0.52, 0.31], [-0.50, -0.65, -1.16], [-0.17, 1.75, 1.17], [0.38, 0.20, -1.40], [0.00, 0.17, 0.73], [-0.46, 0.14, 0.56], [0.12, 0.46, -0.17], [0.13, -0.21, 0.00], [-0.12, 0.38, 0.44], [0.32, 0.14, 0.31], [-0.04, -0.74, -0.55], [0.21, -0.21, 0.05], [-0.09, -0.17, 0.10], [0.10, 0.12, -0.12], [-0.08, -0.23, 0.15], [0.04, -0.19, 0.40], [0.07, -0.79, -0.70]], "lowdin_charge": [-0.048, -0.342, -0.014, -0.048, -0.030, -0.046, -0.275, 0.009, 0.112, 0.117, 0.109, 0.116, 0.113, 0.087, 0.081, 0.081, -0.230, -0.071, -0.413, 0.033, 0.265, 0.240, 0.117, 0.120, 0.064, 0.077, 0.146, 0.137, 0.142, 0.132, 0.138, 0.079]}



Entry 3:
{"formula": "CH2Cl2O3S", "method": "ωB97M-V with the def2-TZVPD basis set", "orbital_gap_ha": 0.3769, "e_tot_ha": -1583.4324, "homo_energy_ev": -10.17, "de_lowest_ev": 1.541, "symbols": ["C", "O", "O", "O", "S", "Cl", "Cl", "H", "H"], "positions_angstrom": [[1.392, 0.240, -0.593], [-1.817, -0.503, -0.820], [-1.899, -1.496, 1.382], [-0.802, 0.796, 1.121], [-2.347, -0.443, 0.552], [2.549, 0.283, 0.803], [-0.019, 1.305, -0.118], [1.673, 0.618, -1.574], [1.269, -0.799, -0.753]], "forces_ev_per_angstrom": [[0.67, 0.50, 1.46], [-1.01, 0.04, 0.71], [0.08, -1.40, 1.30], [0.69, 0.56, 0.44], [0.20, 0.27, -2.44], [-0.32, 0.27, -1.24], [0.56, -0.10, -0.79], [0.50, 0.81, 0.38], [-1.38, -0.95, 0.18]], "lowdin_charge": [-0.708, -0.534, -0.429, -0.729, 0.784, 0.535, 0.981, 0.063, 0.036]}



Entry 4:
{"formula": "C3H5FO2S", "method": "ωB97M-V with the def2-TZVPD basis set", "orbital_gap_ha": [0.3228, 0.3229], "e_tot_ha": -765.6395, "homo_energy_ev": [-10.49, -10.49], "de_lowest_ev": 5.360, "symbols": ["C", "C", "C", "O", "O", "F", "S", "H", "H", "H", "H", "H"], "positions_angstrom": [[-0.501, 1.449, -0.778], [-0.096, -0.903, 0.045], [0.261, 0.576, 0.139], [-2.909, 2.403, -1.335], [-2.645, -0.042, -1.338], [0.089, 0.978, 1.465], [-2.184, 1.249, -0.907], [-0.568, 3.073, 0.046], [-1.154, -1.061, 0.250], [0.122, -1.281, -0.949], [0.492, -1.452, 0.778], [1.333, 0.728, -0.069]], "forces_ev_per_angstrom": [[-1.65, 4.01, 2.62], [0.05, 0.17, 0.13], [0.63, -0.68, 0.19], [-0.18, 0.02, 0.57], [-0.09, 0.03, 0.61], [-0.11, 0.06, 0.09], [1.17, 0.26, -1.91], [0.27, -3.75, -2.10], [0.12, -0.03, 0.04], [0.02, -0.06, -0.12], [0.07, 0.00, -0.02], [-0.30, -0.04, -0.10]], "lowdin_charge": [-0.151, -0.048, -0.522, -0.325, -0.307, -0.051, 0.746, 0.268, 0.067, 0.092, 0.087, 0.143]}



What did the fourth record say?
{"formula": "C3H5FO2S", "method": "ωB97M-V with the def2-TZVPD basis set", "orbital_gap_ha": [0.3228, 0.3229], "e_tot_ha": -765.6395, "homo_energy_ev": [-10.49, -10.49], "de_lowest_ev": 5.360, "symbols": ["C", "C", "C", "O", "O", "F", "S", "H", "H", "H", "H", "H"], "positions_angstrom": [[-0.501, 1.449, -0.778], [-0.096, -0.903, 0.045], [0.261, 0.576, 0.139], [-2.909, 2.403, -1.335], [-2.645, -0.042, -1.338], [0.089, 0.978, 1.465], [-2.184, 1.249, -0.907], [-0.568, 3.073, 0.046], [-1.154, -1.061, 0.250], [0.122, -1.281, -0.949], [0.492, -1.452, 0.778], [1.333, 0.728, -0.069]], "forces_ev_per_angstrom": [[-1.65, 4.01, 2.62], [0.05, 0.17, 0.13], [0.63, -0.68, 0.19], [-0.18, 0.02, 0.57], [-0.09, 0.03, 0.61], [-0.11, 0.06, 0.09], [1.17, 0.26, -1.91], [0.27, -3.75, -2.10], [0.12, -0.03, 0.04], [0.02, -0.06, -0.12], [0.07, 0.00, -0.02], [-0.30, -0.04, -0.10]], "lowdin_charge": [-0.151, -0.048, -0.522, -0.325, -0.307, -0.051, 0.746, 0.268, 0.067, 0.092, 0.087, 0.143]}